82
Properties=species:S:1:pos:R:3:lowdin_charge:R:1 method="wB97M-V/def2-TZVPD" gap_ev="4.85 / 5.54" multiplicity=2 e_homo_ev="-16.08 / -16.10" s_squared=0.81 lumo_energy_ev="-11.23 / -10.56" charge=+3
W -0.35 -0.08 0.09 1.7681
N -2.89 2.07 2.68 0.2403
C -2.57 3.22 2.00 -0.1533
C -2.87 4.55 2.24 0.0312
C -2.38 5.47 1.34 -0.0261
C -1.64 5.08 0.22 -0.0314
C -1.33 3.75 -0.03 -0.0159
C -1.80 2.80 0.88 -0.2064
N -1.67 1.42 0.91 -0.0123
C -2.35 1.03 2.01 -0.2276
C -2.40 -0.36 2.36 -0.3019
C -3.07 -1.01 3.37 -0.2586
S -2.79 -2.69 3.29 1.2103
C -1.80 -2.45 1.93 -0.4031
N -1.67 -1.20 1.55 -0.1153
H -3.42 2.02 3.54 0.1964
H -3.45 4.85 3.10 0.1316
H -2.59 6.52 1.49 0.1269
H -1.30 5.83 -0.47 0.1225
H -0.77 3.46 -0.90 0.0891
H -3.69 -0.58 4.13 0.1006
H -1.30 -3.27 1.44 0.0979
S -2.09 -3.91 -1.62 1.1565
C -3.39 -2.81 -1.64 -0.3108
C -3.03 -1.51 -1.33 -0.1545
C -1.66 -1.36 -1.06 -0.3095
C -1.01 -2.61 -1.18 -0.5320
C 0.40 -2.67 -1.12 -0.2511
C 1.15 -3.86 -1.40 0.0185
C 2.46 -3.80 -1.71 0.0589
C 3.07 -2.47 -1.93 -0.1300
C 2.29 -1.28 -1.31 -0.1873
N 0.99 -1.50 -0.78 -0.0834
H -4.37 -3.16 -1.89 0.0961
H -3.75 -0.71 -1.30 0.1151
H 0.64 -4.81 -1.30 0.1253
H 3.06 -4.68 -1.85 0.1475
H 4.13 -2.47 -1.65 0.1654
H 2.90 -0.67 -0.64 0.1377
N 1.36 1.51 0.21 -0.0006
C 1.83 2.36 -0.87 -0.3104
C 2.82 3.30 -0.66 0.0097
C 3.20 4.13 -1.70 -0.0145
C 2.60 4.01 -2.95 -0.0208
C 1.61 3.06 -3.16 -0.0333
C 1.23 2.22 -2.12 -0.3003
P -0.06 0.92 -2.25 1.0827
C 0.81 -0.37 -3.21 -0.2973
C 0.14 -1.24 -4.01 -0.0494
C 0.77 -2.40 -4.57 -0.0346
C 2.05 -2.71 -4.29 -0.0015
C 2.88 -1.89 -3.39 -0.1503
C 2.20 -0.65 -2.79 -0.1635
C -1.31 1.57 -3.38 -0.3513
C -1.00 1.74 -4.73 -0.0948
C -1.90 2.39 -5.56 -0.0304
C -3.10 2.85 -5.05 -0.0240
C -3.42 2.66 -3.71 -0.0421
C -2.52 2.02 -2.87 -0.0991
H 1.03 2.13 0.97 0.1197
H 2.19 1.05 0.63 0.0830
H 3.29 3.39 0.31 0.1332
H 3.97 4.87 -1.54 0.1293
H 2.89 4.67 -3.76 0.1281
H 1.14 2.99 -4.13 0.1063
H -0.89 -1.04 -4.29 0.1229
H 0.19 -3.02 -5.24 0.1229
H 2.51 -3.59 -4.72 0.1372
H 3.84 -1.69 -3.87 0.1662
H 2.82 0.25 -2.83 0.1485
H -0.07 1.37 -5.13 0.1111
H -1.65 2.55 -6.60 0.1262
H -3.81 3.35 -5.70 0.1256
H -4.36 3.01 -3.32 0.1197
H -2.74 1.87 -1.82 0.0855
F 0.37 0.46 2.33 -0.4296
Sb 1.63 -0.94 3.36 1.6531
F 2.07 0.62 4.35 -0.3023
F 2.81 -0.32 1.90 -0.3681
F 2.55 -2.53 3.72 -0.2885
F 0.85 -1.89 1.75 -0.4038
F -0.02 -1.30 4.25 -0.3263

73
Properties=species:S:1:pos:R:3:lowdin_charge:R:1 method="wB97M-V/def2-TZVPD" gap_ev=8.07 e_homo_ev=-10.67 lumo_energy_ev=-2.60 charge=+1
Li -2.04 -1.83 -2.54 0.6134
C 4.64 3.42 -3.20 -0.0361
C 3.46 2.51 -3.04 -0.2606
C 3.59 1.13 -3.14 -0.0186
C 2.50 0.29 -2.99 -0.0430
C 1.25 0.83 -2.76 -0.3309
C 1.09 2.21 -2.68 -0.0799
C 2.19 3.04 -2.82 -0.0268
S -0.24 -0.09 -2.30 1.0329
O -0.66 -1.01 -3.39 -0.5489
C 0.60 -1.18 -1.15 -0.3089
C 1.10 -2.41 -1.57 -0.0561
C 1.74 -3.22 -0.68 0.0074
C 1.83 -2.86 0.68 -0.1454
C 2.41 -3.73 1.63 -0.0204
C 2.44 -3.39 2.96 -0.0616
C 1.89 -2.17 3.39 -0.0580
C 1.33 -1.30 2.49 -0.0218
C 1.29 -1.62 1.12 -0.1247
C 0.71 -0.75 0.15 -0.1501
C 0.27 0.64 0.43 -0.1383
C 1.28 1.64 0.62 -0.0971
C 2.66 1.34 0.65 0.0007
C 3.59 2.34 0.74 -0.0516
C 3.20 3.68 0.81 -0.0617
C 1.87 4.00 0.82 -0.0231
C 0.89 3.00 0.72 -0.1579
C -0.48 3.34 0.67 -0.0028
C -1.42 2.37 0.46 -0.0818
C -1.04 1.03 0.31 -0.3192
S -2.51 0.02 -0.08 1.0711
O -2.11 -1.20 -0.85 -0.6379
C -2.78 -0.55 1.61 -0.3607
C -2.08 -1.64 2.10 -0.0565
C -2.27 -2.03 3.41 -0.0151
C -3.17 -1.36 4.23 -0.2578
C -3.38 -1.78 5.65 -0.0383
C -3.89 -0.29 3.70 -0.0256
C -3.70 0.12 2.40 -0.0701
H 5.57 2.88 -3.02 0.0813
H 4.57 4.26 -2.51 0.0797
H 4.67 3.82 -4.21 0.0925
H 4.56 0.70 -3.34 0.1195
H 2.63 -0.78 -3.06 0.1142
H 0.11 2.62 -2.51 0.1119
H 2.05 4.11 -2.79 0.1223
H 0.96 -2.69 -2.61 0.1166
H 2.17 -4.16 -1.00 0.1226
H 2.83 -4.66 1.30 0.1174
H 2.87 -4.06 3.68 0.1094
H 1.92 -1.92 4.44 0.1099
H 0.91 -0.36 2.82 0.1264
H 2.98 0.32 0.59 0.1203
H 4.65 2.09 0.76 0.1130
H 3.95 4.46 0.85 0.1098
H 1.55 5.03 0.88 0.1173
H -0.77 4.37 0.78 0.1231
H -2.47 2.63 0.37 0.1063
H -1.40 -2.17 1.44 0.1124
H -1.72 -2.87 3.78 0.1192
H -2.97 -2.77 5.83 0.0802
H -4.44 -1.79 5.89 0.0866
H -2.90 -1.07 6.33 0.0924
H -4.62 0.22 4.32 0.1213
H -4.27 0.95 2.00 0.1118
S -6.23 -0.83 -3.03 1.0622
C -5.53 -1.08 -4.58 -0.3723
C -4.34 -1.71 -4.46 -0.2336
N -3.95 -1.98 -3.18 -0.0949
C -4.85 -1.58 -2.34 -0.4910
H -6.04 -0.76 -5.46 0.0705
H -3.71 -2.02 -5.27 0.1158
H -4.78 -1.72 -1.28 0.0677

77
Properties=species:S:1:pos:R:3:lowdin_charge:R:1 method="wB97M-V/def2-TZVPD" gap_ev="6.55 / 6.55" e_homo_ev="-13.37 / -13.37" lumo_energy_ev="-6.81 / -6.81" charge=+2
Mo -0.48 -0.83 0.20 1.7691
C 2.94 -3.50 0.73 0.0150
C 1.71 -2.78 0.32 -0.2490
N 1.14 -1.85 0.99 -0.1146
N 1.38 -1.68 2.36 0.1396
C 0.22 -1.38 2.86 -0.3776
O -0.85 -1.30 2.04 -0.2371
C 0.05 -1.05 4.28 -0.1704
C 1.15 -0.97 5.13 -0.0161
C 0.96 -0.61 6.45 -0.0524
C -0.32 -0.34 6.92 -0.0495
C -1.42 -0.42 6.07 -0.0549
C -1.23 -0.78 4.75 -0.0182
C 0.88 -3.23 -0.85 -0.2115
C 1.29 -4.19 -1.73 0.0289
C 0.34 -4.80 -2.55 0.0030
C -0.98 -4.44 -2.43 -0.0224
C -1.31 -3.42 -1.55 -0.1251
N -0.41 -2.80 -0.80 -0.0275
H 3.22 -3.20 1.74 0.0879
H 3.74 -3.25 0.04 0.0999
H 2.78 -4.58 0.70 0.1070
H 2.14 -1.19 4.76 0.1158
H 1.80 -0.55 7.12 0.1149
H -0.47 -0.06 7.96 0.1161
H -2.41 -0.22 6.45 0.1132
H -2.08 -0.86 4.08 0.1140
H 2.33 -4.49 -1.77 0.1338
H 0.64 -5.57 -3.25 0.1326
H -1.76 -4.93 -3.00 0.1277
H -2.34 -3.09 -1.44 0.1080
C 0.62 2.58 2.77 -0.0041
C -0.59 3.23 2.94 0.0016
C -1.68 2.83 2.18 0.0251
C -1.54 1.78 1.29 -0.1953
N -0.37 1.13 1.16 -0.0188
C 0.68 1.53 1.88 -0.0946
C -2.64 1.31 0.40 -0.1923
C -3.77 2.06 0.16 0.0130
C -4.70 1.60 -0.76 -0.0020
C -4.46 0.41 -1.43 -0.0134
C -3.31 -0.29 -1.13 -0.1004
N -2.43 0.13 -0.22 -0.0136
H 1.50 2.86 3.34 0.1271
H -0.69 4.04 3.64 0.1298
H -2.63 3.33 2.29 0.1230
H 1.60 0.98 1.72 0.1263
H -3.92 3.01 0.65 0.1235
H -5.60 2.18 -0.97 0.1317
H -5.15 0.03 -2.17 0.1272
H -3.08 -1.21 -1.64 0.0882
O 0.27 -0.11 -1.25 -0.3845
C 0.79 0.87 -2.22 -0.4769
C 2.27 0.98 -2.00 -0.4690
C 3.08 2.06 -2.18 -0.1012
C 4.46 1.75 -2.04 -0.1442
C 4.68 0.43 -1.77 -0.3717
S 3.20 -0.44 -1.70 1.0744
C 0.48 0.29 -3.58 -0.5139
C 0.89 0.78 -4.78 -0.0963
C 0.41 0.02 -5.88 -0.1413
C -0.36 -1.03 -5.49 -0.3710
S -0.49 -1.11 -3.79 1.0572
C 0.06 2.17 -1.98 -0.4586
C 0.37 3.17 -1.11 -0.1233
C -0.62 4.19 -1.07 -0.1518
C -1.66 3.92 -1.91 -0.3813
S -1.41 2.49 -2.80 1.1089
H 2.71 3.05 -2.41 0.1245
H 5.26 2.47 -2.13 0.1166
H 5.61 -0.07 -1.61 0.0785
H 1.52 1.65 -4.88 0.1341
H 0.62 0.25 -6.91 0.1177
H -0.85 -1.77 -6.11 0.0772
H 1.28 3.19 -0.52 0.1178
H -0.55 5.08 -0.46 0.1148
H -2.52 4.53 -2.11 0.0808

90
Properties=species:S:1:pos:R:3:lowdin_charge:R:1 method="wB97M-V/def2-TZVPD" gap_ev="5.40 / 5.40" e_homo_ev="-4.13 / -4.13" lumo_energy_ev="1.27 / 1.27" charge=-1
Ti 1.25 -0.81 0.75 1.0312
C -1.59 -0.03 -2.71 -0.3900
C -2.28 -1.33 -2.25 -0.3796
C -3.50 -1.07 -1.36 -0.3762
Sb -3.14 0.08 0.46 1.5436
C -5.21 0.66 0.68 -0.4020
C -5.51 2.00 0.92 -0.1476
C -6.83 2.43 1.06 -0.1031
C -7.87 1.52 0.95 -0.1081
C -7.59 0.18 0.71 -0.1003
C -6.27 -0.24 0.58 -0.1326
C -3.33 -1.56 1.82 -0.3848
C -2.83 -2.83 1.50 -0.1386
C -2.89 -3.87 2.41 -0.0984
C -3.44 -3.67 3.66 -0.1035
C -3.95 -2.43 4.00 -0.0930
C -3.90 -1.38 3.08 -0.1307
Sb 0.58 0.20 -2.87 1.5321
C 1.33 -1.81 -2.79 -0.4077
C 0.62 -2.93 -3.25 -0.1261
C 1.22 -4.18 -3.28 -0.0927
C 2.53 -4.35 -2.85 -0.1007
C 3.25 -3.25 -2.40 -0.0820
C 2.65 -1.99 -2.37 -0.1526
C 0.58 0.19 -5.04 -0.3897
C -0.30 0.99 -5.76 -0.1497
C -0.26 1.03 -7.15 -0.1025
C 0.67 0.28 -7.84 -0.1072
C 1.57 -0.52 -7.13 -0.0958
C 1.52 -0.56 -5.74 -0.1307
H -1.95 0.26 -3.69 0.0308
H -1.86 0.79 -2.03 -0.0005
H -1.59 -1.99 -1.74 0.0493
H -2.61 -1.87 -3.14 0.0974
H -3.97 -2.01 -1.05 0.0455
H -4.26 -0.51 -1.91 0.0538
H -4.70 2.72 1.01 0.0859
H -7.03 3.48 1.25 0.0965
H -8.89 1.85 1.06 0.0943
H -8.39 -0.54 0.64 0.0959
H -6.07 -1.29 0.42 0.0963
H -2.40 -2.99 0.51 0.0769
H -2.49 -4.84 2.14 0.0944
H -3.47 -4.49 4.38 0.0949
H -4.39 -2.26 4.97 0.0985
H -4.29 -0.42 3.36 0.1014
H -0.39 -2.81 -3.62 0.0933
H 0.66 -5.03 -3.65 0.1000
H 2.99 -5.33 -2.87 0.1021
H 4.27 -3.36 -2.06 0.1109
H 3.23 -1.15 -2.01 0.0867
H -1.03 1.61 -5.25 0.0892
H -0.96 1.66 -7.69 0.0970
H 0.71 0.30 -8.92 0.0949
H 2.30 -1.11 -7.66 0.0982
H 2.22 -1.19 -5.21 0.0895
F 0.88 1.11 5.88 0.1568
C 0.75 -0.01 5.21 -0.6867
F -0.34 -0.65 5.64 0.1402
F 1.79 -0.79 5.40 0.1575
S 0.47 0.36 3.41 0.6570
O 0.88 -0.94 2.75 -0.3812
O -0.94 0.60 3.27 -0.2706
N 1.47 1.50 3.12 -0.2700
S 1.51 2.04 1.57 0.7009
O 0.62 1.16 0.69 -0.4614
O 2.56 2.91 1.16 -0.2476
C 0.17 3.38 1.79 -0.6522
F 0.12 3.82 3.06 0.1192
F 0.45 4.43 1.02 0.1172
F -1.05 2.97 1.46 0.0958
O 2.76 -0.13 -0.02 -0.2622
N 2.76 0.35 1.28 -0.2896
C 4.00 -0.02 1.92 -0.3183
C 4.16 0.12 3.30 -0.2634
N 4.34 0.18 4.45 0.1155
C 5.02 -0.53 1.12 -0.2953
N 5.83 -0.98 0.41 0.1122
F -0.43 -1.24 0.06 -0.4302
Br 3.32 -7.25 0.87 0.7670
C 2.73 -5.45 0.83 -0.6730
C 1.47 -5.16 0.35 -0.0942
C 1.08 -3.84 0.32 -0.0898
N 1.87 -2.85 0.74 -0.0092
C 3.09 -3.15 1.22 -0.0607
C 3.56 -4.44 1.28 -0.0656
H 0.80 -5.94 0.00 0.1107
H 0.11 -3.55 -0.07 0.1109
H 3.69 -2.32 1.56 0.0894
H 4.56 -4.64 1.65 0.1171

74
Properties=species:S:1:pos:R:3:lowdin_charge:R:1 method="wB97M-V/def2-TZVPD" gap_ev="6.47 / 7.54" multiplicity=5 e_homo_ev="-10.60 / -10.59" s_squared=6.09 lumo_energy_ev="-4.13 / -3.05" charge=+1
Mn -0.52 0.34 -0.37 0.8260
C 1.46 2.47 -1.85 -0.2412
P 1.49 0.65 -1.71 1.0705
C 2.87 0.19 -0.64 -0.3553
C 2.91 -1.13 -0.17 -0.0933
C 3.93 -1.53 0.68 -0.0600
C 4.91 -0.63 1.07 -0.0670
C 4.87 0.68 0.61 -0.0703
C 3.85 1.09 -0.24 -0.0752
C 1.67 -0.14 -3.30 -0.3490
C 2.49 0.41 -4.29 -0.0745
C 2.65 -0.23 -5.50 -0.0622
C 2.00 -1.44 -5.73 -0.0582
C 1.20 -2.00 -4.75 -0.0633
C 1.03 -1.35 -3.54 -0.0952
C 0.91 2.93 -0.54 -0.3815
C 1.10 4.05 0.22 -0.0250
C 0.28 3.91 1.38 -0.0231
C -0.37 2.71 1.27 -0.3730
C -1.32 1.99 2.17 -0.2294
P -0.71 0.25 2.17 1.0781
C -1.97 -0.85 2.85 -0.3686
C -3.32 -0.49 2.86 -0.0809
C -4.28 -1.39 3.30 -0.0644
C -3.90 -2.65 3.73 -0.0653
C -2.56 -3.02 3.72 -0.0678
C -1.60 -2.13 3.28 -0.1020
C 0.67 0.29 3.33 -0.3476
C 1.92 0.70 2.88 -0.0820
C 2.97 0.84 3.77 -0.0652
C 2.78 0.56 5.12 -0.0624
C 1.53 0.15 5.57 -0.0632
C 0.48 0.02 4.68 -0.0800
N 0.00 2.09 0.09 -0.1215
H 0.81 2.72 -2.70 0.1061
H 2.45 2.88 -2.07 0.0937
H 2.15 -1.84 -0.46 0.1090
H 3.95 -2.55 1.04 0.1141
H 5.70 -0.94 1.73 0.1152
H 5.63 1.39 0.91 0.1153
H 3.82 2.12 -0.58 0.1040
H 3.00 1.35 -4.12 0.1101
H 3.27 0.20 -6.27 0.1134
H 2.13 -1.95 -6.68 0.1132
H 0.70 -2.95 -4.93 0.1121
H 0.38 -1.78 -2.78 0.0821
H 1.74 4.88 -0.03 0.1094
H 0.18 4.61 2.18 0.1110
H -2.34 2.03 1.77 0.0830
H -1.32 2.39 3.18 0.1101
H -3.63 0.49 2.52 0.0962
H -5.32 -1.10 3.30 0.1111
H -4.65 -3.35 4.08 0.1102
H -2.27 -4.00 4.06 0.1101
H -0.56 -2.42 3.28 0.1116
H 2.08 0.93 1.83 0.0833
H 3.94 1.17 3.42 0.1017
H 3.60 0.67 5.81 0.1104
H 1.38 -0.07 6.62 0.1111
H -0.49 -0.30 5.05 0.1085
Br -5.55 0.55 -0.83 0.8380
C -4.78 -0.29 -2.33 -0.5895
C -5.61 -0.48 -3.43 -0.1168
C -5.13 -1.14 -4.55 -0.0504
C -3.83 -1.63 -4.58 -0.0545
C -3.01 -1.44 -3.49 -0.0066
C -3.46 -0.76 -2.36 -0.1584
C -2.49 -0.54 -1.28 -0.5510
O -1.39 -1.22 -1.23 -0.1071
O -2.58 0.42 -0.45 -0.1038
H -6.63 -0.12 -3.40 0.1035
H -5.79 -1.28 -5.40 0.1158
H -3.47 -2.15 -5.46 0.1113
H -2.00 -1.81 -3.50 0.1063

79
Properties=species:S:1:pos:R:3:lowdin_charge:R:1 method="wB97M-V/def2-TZVPD" gap_ev="5.76 / 5.69" e_homo_ev="-10.27 / -10.23" lumo_energy_ev="-4.52 / -4.54" charge=+1
Mo -1.70 -0.23 0.04 1.7804
C 3.91 -0.82 0.19 -0.0508
C 4.31 0.43 -0.58 -0.5505
C 5.24 0.02 -1.73 -0.0377
C 5.07 1.36 0.38 -0.0350
C 3.10 1.17 -1.15 -0.1500
C 3.31 2.37 -1.87 -0.0198
C 2.26 3.10 -2.37 -0.0610
C 0.96 2.64 -2.14 -0.4459
S -0.53 3.39 -2.62 1.1724
C -1.38 2.10 -1.87 -0.5182
N -0.65 1.17 -1.32 -0.0194
C 0.73 1.46 -1.45 -0.2388
C 1.81 0.72 -0.96 0.0355
C -2.82 1.95 -1.82 -0.2483
C -3.66 2.81 -2.54 -0.0399
C -5.02 2.58 -2.54 -0.0676
C -5.51 1.49 -1.84 -0.0672
C -4.66 0.66 -1.12 -0.1078
C -3.27 0.86 -1.07 -0.1373
H 4.80 -1.31 0.59 0.0932
H 3.39 -1.55 -0.44 0.0724
H 3.26 -0.59 1.04 0.0865
H 6.10 -0.52 -1.34 0.0890
H 5.61 0.88 -2.29 0.0807
H 4.72 -0.64 -2.43 0.0912
H 5.95 0.86 0.77 0.0911
H 4.43 1.65 1.22 0.0753
H 5.40 2.27 -0.12 0.0815
H 4.31 2.73 -2.03 0.1145
H 2.43 4.02 -2.91 0.1158
H 1.63 -0.19 -0.41 0.0800
H -3.24 3.64 -3.09 0.1005
H -5.68 3.23 -3.09 0.1107
H -6.57 1.27 -1.84 0.1090
H -5.14 -0.16 -0.60 0.0771
C -0.44 -3.29 3.04 0.0157
C -0.50 -2.63 1.70 -0.3145
O -1.35 -1.73 1.57 -0.1042
C 0.37 -3.05 0.62 -0.0932
C 1.23 -4.15 0.81 -0.0194
C 2.02 -4.63 -0.21 -0.0680
C 1.96 -4.00 -1.46 -0.0537
C 1.14 -2.92 -1.67 -0.0079
C 0.33 -2.41 -0.64 -0.3150
O -0.40 -1.36 -0.94 -0.2434
H -1.09 -2.76 3.73 0.0919
H 0.58 -3.29 3.43 0.0999
H -0.76 -4.33 2.96 0.1034
H 1.26 -4.64 1.77 0.1113
H 2.67 -5.48 -0.05 0.1097
H 2.58 -4.37 -2.27 0.1159
H 1.10 -2.41 -2.63 0.1273
Br 2.38 6.13 4.16 0.7790
C 1.44 4.71 3.35 -0.6794
C 2.14 3.59 2.92 -0.1044
C 1.45 2.55 2.33 0.0030
C 0.07 2.63 2.17 -0.1295
C -0.62 3.76 2.60 0.0032
C 0.06 4.80 3.20 -0.1045
C -0.64 1.54 1.51 -0.5357
O -0.04 0.47 1.16 -0.1080
O -1.86 1.60 1.18 -0.0747
H 3.22 3.55 3.04 0.1032
H 1.98 1.67 1.97 0.1093
H -1.69 3.81 2.46 0.1254
H -0.46 5.68 3.54 0.1069
Se -4.79 -0.94 2.58 1.2680
N -5.49 -2.44 1.96 -0.1899
C -4.88 -2.74 0.83 -0.3615
C -5.05 -3.87 -0.02 0.0388
C -4.24 -3.96 -1.11 -0.0077
C -3.24 -2.96 -1.39 -0.0349
N -3.09 -1.90 -0.66 0.0231
C -3.89 -1.80 0.44 -0.5223
N -3.67 -0.76 1.21 -0.3101
H -5.80 -4.62 0.20 0.1302
H -4.31 -4.80 -1.79 0.1173
H -2.59 -3.07 -2.25 0.1376